ORCA calculation (wB97M-V/def2-TZVPD) on a structure of composition C5H14PS at a distorted geometry.

XYZ file:
```
21
Properties=species:S:1:pos:R:3:forces:R:3:nbo_charge:R:1
C -1.923214 -1.852343 -0.747581 1.0 -2.4 -1.1 -0.625
C -0.448284 2.365575 -0.030129 0.4 3.0 -0.4 -0.652
C 3.494358 0.487327 0.176237 -1.9 -0.6 2.7 -0.649
C -1.369712 -1.649072 0.645262 -0.4 -0.2 0.0 -0.880
C -1.263216 1.102608 -0.157164 0.4 -1.4 -1.3 -0.816
P -0.654321 -0.046299 1.169652 -0.3 -0.3 -0.7 1.117
S 1.887571 -0.386366 -0.069956 0.4 -2.4 1.4 0.042
H -2.923642 -1.444779 -0.949118 0.6 0.1 0.2 0.236
H -1.174446 -1.601697 -1.500668 -0.4 0.3 -0.3 0.215
H -1.988025 -2.994929 -0.829365 -0.3 1.5 -0.2 0.242
H 0.578672 2.368418 -0.448542 -0.5 -0.8 -0.1 0.219
H -0.909858 3.279894 -0.639901 0.6 -1.9 1.8 0.259
H -0.216806 2.594843 1.060290 -0.9 0.2 -1.3 0.228
H 3.671524 0.795281 1.215817 -0.2 -0.2 -0.4 0.244
H 4.248581 -0.154317 -0.146971 1.1 -0.9 -0.9 0.246
H 3.269078 1.287689 -0.408147 0.5 2.6 -1.8 0.224
H -0.764972 -2.482168 1.011248 0.8 0.2 -0.4 0.279
H -2.250426 -2.022509 1.157999 -0.4 1.1 1.5 0.320
H -1.282415 0.643789 -1.233645 0.2 0.7 2.0 0.275
H -2.341984 1.248454 0.078643 0.5 0.0 0.2 0.285
H 2.361543 -1.539392 0.646033 -1.2 1.4 -1.0 0.190
```
Positions in Å, forces in eV/Å.

Summary:
- Kohn-Sham gap (eV) = 7.954
- E_HOMO (eV) = -13.75
- charge = +1
- ΔE to the lowest compared entry with this formula, charge and spin (kJ/mol) = 298.4


ORCA calculation (wB97M-V/def2-TZVPD) on a cluster of 6 separate species, C6H21NO6 in total at a distorted geometry.

XYZ file:
```
34
Properties=species:S:1:pos:R:3:forces:R:3:nbo_charge:R:1
C 0.307249 -1.792892 -0.315838 0.4 0.8 0.2 -0.417
N 0.143171 -0.396340 -0.780003 1.6 -0.6 0.2 -0.452
C 1.079770 -0.164593 -1.903786 -0.3 0.1 -0.2 -0.226
C 1.384518 1.335010 -1.870104 -1.1 -0.5 1.5 -0.417
C 1.311266 1.742673 -0.363385 -0.4 -2.1 -0.3 -0.406
C 0.574140 0.538871 0.290437 -2.1 1.0 -0.1 -0.169
C -0.784432 1.012994 0.877722 1.4 0.4 0.2 0.470
O -1.524270 1.708845 0.236561 -0.2 0.3 0.2 -0.567
H 0.023065 -2.467051 -1.112205 -0.1 -0.3 0.0 0.208
H -0.266865 -1.980493 0.589429 -0.3 0.0 -0.1 0.212
H 1.369114 -1.925291 -0.053779 -0.1 -0.4 -0.1 0.171
H 0.589228 -0.459645 -2.832235 -0.1 0.1 -0.1 0.204
H 1.979872 -0.794128 -1.843301 0.1 0.2 0.3 0.184
H 0.510742 1.830332 -2.293126 0.6 0.3 -0.8 0.213
H 2.372429 1.534565 -2.227857 0.2 0.5 -0.9 0.228
H 0.675402 2.607264 -0.209188 0.7 0.5 0.0 0.232
H 2.304689 1.724109 0.073610 0.0 0.9 0.1 0.205
H 1.143459 0.131695 1.116123 0.3 -0.7 0.0 0.189
H -0.966123 0.720975 1.927579 -0.4 0.0 -0.1 0.136
H -2.459160 -0.868333 1.455852 -0.6 -0.6 0.1 0.497
H -3.457540 -1.496457 2.511047 -0.2 0.0 -0.3 0.472
O -2.544646 -1.261664 2.349976 0.8 0.2 0.6 -1.006
H 5.085320 -1.291580 -0.244774 0.2 -0.1 -0.4 0.468
H 4.182292 -0.189935 0.065909 -0.6 0.7 0.4 0.460
O 4.670368 -0.532196 -0.673331 0.3 -0.5 0.0 -0.927
H -3.104934 0.175196 -0.303833 -0.2 0.0 0.0 0.486
H -1.962934 -0.602646 -0.842068 0.3 -0.1 0.1 0.507
O -2.697807 -0.693604 -0.213163 -0.3 0.0 -0.6 -0.960
H -0.232724 -1.015945 5.102303 -0.3 -0.1 -0.2 0.473
H -0.201815 -1.815628 3.775106 -0.8 -0.1 -0.4 0.483
O 0.332882 -1.473532 4.478472 1.0 0.2 0.5 -0.955
H -3.957869 1.966629 -1.814172 0.0 0.7 0.5 0.475
H -2.577794 2.402331 -2.478548 0.2 0.7 0.6 0.482
O -3.300062 1.790462 -2.475432 -0.3 -1.4 -1.0 -0.955
```
Positions in Å, forces in eV/Å.

Summary:
- Kohn-Sham gap (eV) = 9.838
- E_HOMO (eV) = -9.35
- SMILES string = CN1CCC[C@H]1C=O.O.O.O.O.O
- ΔE to the lowest compared entry with this formula, charge and spin (kJ/mol) = 217.3


ORCA calculation (wB97M-V/def2-TZVPD) on a structure of composition C20H25BF19O10Sn at a distorted geometry.

XYZ file:
```
76
Properties=species:S:1:pos:R:3:forces:R:3:mulliken_charge:R:1
Sn -1.862718 -0.676068 3.572231 1.0 -0.4 -2.8 1.508
B -0.502798 -0.374752 0.935442 1.2 0.5 -2.1 0.397
F -1.390901 -1.466368 1.013343 -0.9 0.0 1.5 -0.395
F 0.405011 -0.515905 2.018887 -0.7 0.2 1.1 -0.382
F 0.147162 -0.397879 -0.274507 -0.2 0.1 0.6 -0.280
F -1.194902 0.836297 1.144940 -0.3 -0.4 0.8 -0.054
C -2.382033 -3.688935 -1.210093 -0.2 -0.8 -0.3 -0.710
C -2.214343 -5.118859 -1.709852 1.2 0.7 0.5 -0.520
O -3.488911 -5.753612 -1.786573 0.0 -0.5 -0.2 -0.284
C -3.796484 -6.376595 -2.922058 -0.7 0.3 -0.2 0.345
O -3.202800 -6.335613 -3.953558 0.3 -0.2 0.1 -0.505
C -5.184798 -7.103900 -2.817223 0.7 1.0 -0.4 0.905
F -6.059210 -6.349256 -2.140172 0.0 -0.3 0.3 -0.243
F -5.655055 -7.233647 -4.051240 -0.1 -0.5 0.1 -0.230
F -5.053932 -8.293477 -2.238726 -0.2 0.0 0.1 -0.239
H -2.666005 -3.720868 -0.160979 0.0 0.3 0.0 0.055
H -3.167187 -3.217831 -1.799506 0.1 0.2 0.1 0.441
H -1.435346 -3.171543 -1.357533 -0.1 0.2 0.2 0.361
H -1.606352 -5.675528 -0.997286 -0.2 -0.2 0.0 0.275
H -1.620500 -5.109132 -2.621956 -0.7 -0.3 -0.4 0.372
C -4.005041 4.222426 -0.308420 0.8 0.0 -0.7 -1.364
C -3.753503 3.008178 0.533847 1.0 0.4 1.2 0.300
O -4.350166 1.817920 -0.007841 -1.2 0.0 -0.7 -0.179
C -4.452369 0.750377 0.701701 1.7 -0.1 0.7 0.511
O -3.895343 0.571569 1.774232 0.0 -0.2 0.8 -0.583
C -5.149631 -0.429836 0.035489 -1.0 -0.7 -0.5 0.741
F -4.234954 -1.325101 -0.350686 0.2 0.4 -0.2 -0.170
F -5.946993 -1.065502 0.898364 0.0 0.3 0.3 -0.257
F -5.890369 -0.051999 -0.997904 0.3 0.0 0.0 -0.229
H -3.383236 5.013948 0.115043 -0.4 0.2 0.2 0.385
H -5.036074 4.543052 -0.420205 0.0 -0.1 0.2 0.372
H -3.550450 4.089072 -1.292846 -0.3 -0.2 -0.1 0.340
H -4.048623 3.156432 1.575662 -0.6 -0.2 -0.1 0.328
H -2.678985 2.828498 0.629816 0.0 -0.1 -0.4 -0.111
C 2.380872 1.647826 -2.410651 0.7 -1.2 0.2 -1.352
C 2.957667 1.961060 -1.017902 -0.2 1.1 -1.2 0.672
O 4.382969 1.920658 -0.962507 1.0 -1.7 0.0 -0.390
C 5.107838 2.906116 -1.450515 -0.5 0.8 0.0 0.411
O 4.674483 3.946181 -1.854978 0.1 0.1 -0.2 -0.515
C 6.638639 2.626823 -1.410369 -0.9 -1.2 0.9 0.772
F 6.871005 1.508719 -0.688036 0.2 0.2 -0.1 -0.262
F 7.093005 2.402317 -2.635885 0.2 0.4 -0.1 -0.242
F 7.266416 3.626979 -0.814143 0.2 0.2 -0.4 -0.221
H 2.818607 2.079444 -3.307963 -0.1 0.8 0.4 0.356
H 1.294021 1.695461 -2.378451 0.0 0.3 -0.1 0.344
H 2.620217 0.586410 -2.544894 -0.2 -0.1 -0.1 0.392
H 2.569638 1.129939 -0.436133 0.3 0.4 0.8 0.004
H 2.751290 2.963109 -0.642201 -0.8 -0.2 0.0 -0.041
C 0.271256 4.025179 0.123765 -0.8 -0.3 -0.6 -0.919
C 1.156288 4.141274 1.347135 -0.7 -2.5 0.2 -0.272
O 2.048943 5.200215 1.173429 0.7 1.4 -0.5 -0.248
C 3.186176 5.184301 1.874808 -1.1 -1.2 0.5 0.378
O 3.374710 4.417428 2.771530 0.5 0.0 0.2 -0.533
C 4.227392 6.208538 1.447356 0.6 0.8 0.4 0.899
F 5.443539 5.666167 1.518045 -0.2 -0.3 -0.6 -0.246
F 3.990472 6.706436 0.244761 0.2 -0.2 -0.1 -0.226
F 4.251752 7.223731 2.326988 -0.5 0.1 0.0 -0.265
H 0.829769 4.071900 -0.810776 0.1 0.7 0.1 0.365
H -0.582924 4.704700 0.122558 0.4 0.6 -0.1 0.310
H -0.245193 3.068858 -0.021163 0.4 -0.3 0.8 0.092
H 1.705005 3.201354 1.490151 0.4 0.2 -0.4 0.263
H 0.570544 4.120677 2.272891 0.0 1.0 0.0 0.410
C 3.666639 -2.526879 0.876765 -1.1 -0.9 -1.0 -1.180
C 2.658509 -2.666458 1.996212 0.6 2.4 1.0 0.094
O 1.537956 -3.517244 1.700169 0.5 -1.0 0.0 -0.248
C 0.537714 -3.566855 2.526471 -0.1 0.7 -1.4 0.587
O 0.331521 -2.845765 3.474637 -0.5 0.3 0.7 -0.717
C -0.515019 -4.584698 2.026904 -0.1 0.4 0.8 0.939
F -0.494504 -5.612566 2.870971 -0.1 -0.4 -0.3 -0.261
F -1.739982 -4.017235 2.112797 0.0 0.0 0.1 -0.215
F -0.313799 -4.959182 0.784604 0.0 -0.3 0.1 -0.217
H 4.585351 -2.015620 1.145479 -0.1 -0.1 0.4 0.402
H 3.188489 -1.938719 0.090226 0.2 -0.1 -0.1 0.228
H 3.869943 -3.511400 0.451562 0.4 0.1 0.0 0.325
H 2.221972 -1.677832 2.125994 0.0 0.0 0.2 0.029
H 3.118648 -2.886908 2.960525 -0.2 -0.7 -0.1 0.396
```
Positions in Å, forces in eV/Å.

Summary:
- Kohn-Sham gap (eV) = 5.319
- E_HOMO (eV) = -12.84
- charge = +1
- ΔE to the lowest compared entry with this formula, charge and spin (kJ/mol) = 0.0


ORCA calculation (wB97M-V/def2-TZVPD) on a cluster of 13 separate species, C17H60N22O13 in total at a distorted geometry.

XYZ file:
```
112
Properties=species:S:1:pos:R:3:forces:R:3:mulliken_charge:R:1
C 2.662938 0.616344 4.013587 1.5 0.1 1.1 -0.411
C 3.224712 -0.813311 3.784398 -1.4 1.4 -0.1 0.405
C 2.157522 -1.775740 3.993185 -1.3 -1.7 2.2 -1.029
O 3.521661 -0.959652 2.428236 2.1 0.9 -1.7 -0.561
H 1.833328 0.637215 4.720274 0.0 0.0 -0.1 0.345
H 2.410213 1.219461 3.141527 -0.4 -0.6 -0.4 -0.477
H 3.490697 1.143401 4.488050 -0.1 0.5 0.3 0.366
H 4.063935 -1.021252 4.448141 0.3 0.1 -0.5 0.528
H 1.892890 -1.762326 5.050498 -0.3 0.0 0.3 0.503
H 2.485228 -2.803439 3.836530 -0.2 0.0 -0.5 0.300
H 1.259314 -1.509000 3.436257 0.1 -0.2 -0.3 -0.116
H 2.754879 -0.573800 1.998388 -0.6 -0.4 -0.7 0.028
C 2.082175 2.877725 -5.118109 -0.2 0.4 0.8 -1.440
C 2.018990 3.034782 -3.578734 -0.4 -1.4 -1.2 0.237
C 1.756675 1.806789 -2.755633 -1.8 -0.5 0.3 -0.117
O 3.198388 3.578323 -3.066909 1.1 1.2 0.3 -0.686
H 3.026776 2.507979 -5.517016 0.1 0.2 0.2 0.363
H 1.828807 3.880483 -5.462139 0.5 -0.1 -0.6 0.398
H 1.284145 2.231109 -5.482989 0.0 -0.1 0.2 0.342
H 1.158927 3.686672 -3.425659 0.1 0.3 0.2 0.271
H 1.078386 1.142198 -3.290735 0.2 -0.4 0.0 -0.018
H 1.152444 2.158276 -1.919305 0.0 -0.2 0.5 0.301
H 2.581211 1.254563 -2.304773 0.1 0.0 -0.7 -0.110
H 2.934417 4.022556 -2.257842 0.2 0.5 0.1 0.353
C 4.909231 2.427171 0.232414 4.4 1.9 1.4 0.588
O 5.816077 3.206106 0.141961 0.9 1.3 0.1 -0.558
N 4.062135 2.038579 -0.607410 -3.1 -1.0 -3.0 0.011
N 4.821874 1.630897 1.307415 0.3 -1.0 2.9 0.117
H 4.195721 2.445000 -1.522329 -1.2 0.0 -0.9 0.267
H 3.246900 1.708122 -0.111133 -1.5 -0.4 -1.6 0.068
H 5.546613 1.735052 2.003116 0.3 -0.3 0.4 0.302
H 4.108191 0.918450 1.363844 -0.4 -0.9 0.9 0.133
C -2.580800 -4.482442 -0.069210 0.6 0.2 0.6 0.855
O -1.981478 -5.435095 -0.399834 2.0 -5.4 -1.6 -0.702
N -3.453640 -4.355444 0.844833 -3.9 -1.8 4.2 -0.379
N -2.298001 -3.323579 -0.481832 2.4 5.8 -3.9 0.565
H -3.595346 -5.222309 1.343387 -0.8 0.7 0.7 0.266
H -3.780706 -3.409104 0.977393 -0.8 -0.8 1.0 0.199
H -2.645064 -2.517810 0.018539 0.3 0.4 -0.9 -0.221
H -1.874163 -3.345525 -1.398338 -0.2 1.2 0.4 -0.894
C -1.319828 -4.219474 -4.312621 2.1 -2.4 0.0 0.650
O -1.358857 -3.068347 -4.536556 -1.6 6.1 -1.6 -0.725
N -1.276598 -5.131896 -5.280636 -0.9 -1.4 -2.1 -0.489
N -0.988075 -4.649976 -3.143183 0.4 -1.9 3.4 0.082
H -1.836752 -4.830918 -6.065335 0.2 -0.6 -0.3 0.278
H -1.265711 -6.111039 -5.033117 -0.3 0.1 -0.3 0.186
H -0.689095 -5.609070 -3.039055 -0.2 0.3 0.6 0.193
H -0.761037 -3.955109 -2.446255 0.6 -0.5 -0.3 -0.225
C -4.433984 1.845758 1.351087 -1.9 1.6 2.6 0.525
O -4.443569 3.026600 1.633189 0.1 2.2 0.3 -0.878
N -4.781091 0.916119 2.211955 -0.2 -1.7 1.6 -0.334
N -4.217258 1.396122 0.175972 1.3 -1.0 -5.4 -0.171
H -5.250109 1.145063 3.076661 0.3 -0.2 -0.2 0.217
H -4.484009 0.008917 1.882065 -0.4 -0.7 1.0 0.139
H -4.496474 0.479930 -0.144538 0.3 0.0 0.2 0.134
H -4.220876 2.088225 -0.559621 0.2 -0.1 0.1 0.175
C 1.439221 -2.039785 -2.977207 -1.8 -1.0 4.3 0.090
O 0.662557 -2.511342 -2.141607 -1.1 -1.2 0.3 -0.280
N 1.057039 -1.599883 -4.108790 -2.4 0.6 -4.4 -0.273
N 2.617139 -1.720481 -2.588756 5.0 1.5 0.4 -0.436
H 1.608546 -1.620576 -4.954667 0.1 0.0 0.3 0.262
H 0.108905 -1.941032 -4.177731 -0.8 0.0 -1.2 -0.015
H 2.895109 -0.940335 -3.166853 1.1 0.1 0.6 0.288
H 2.755156 -1.627069 -1.592602 0.0 0.0 -0.2 0.156
C -3.067860 -0.488365 -2.789404 -2.1 1.1 -1.8 0.354
O -3.316250 -0.596393 -1.633274 -0.3 -0.8 4.1 -0.449
N -1.923303 -0.296491 -3.339453 4.5 0.1 0.0 0.041
N -4.013240 -0.282168 -3.683606 -3.6 -0.2 -2.1 -0.523
H -1.269310 -0.052112 -2.609608 1.1 -0.1 -0.8 -0.161
H -1.870637 -0.101566 -4.329061 0.6 0.1 0.6 0.223
H -3.797648 -0.366581 -4.666709 -0.4 0.0 0.2 0.135
H -4.969912 -0.430037 -3.395512 0.2 -0.2 -0.2 0.252
C 1.583228 -4.773242 1.052731 -5.1 -3.5 0.0 0.629
O 1.194018 -5.571840 1.893739 0.2 -0.4 1.5 -0.784
N 0.851323 -4.562236 -0.013946 -2.6 0.1 -2.3 -0.082
N 2.673246 -4.173149 1.040757 6.6 3.3 1.1 -0.222
H 0.985393 -3.843335 -0.710586 0.0 0.0 0.1 0.029
H -0.013544 -5.083436 0.007469 -0.3 0.2 -0.4 0.104
H 3.289026 -4.458146 1.788892 0.5 0.6 -0.5 0.244
H 2.911040 -3.639485 0.216900 0.6 -0.2 0.6 0.158
C -2.329727 -1.261937 2.726144 -1.2 -1.7 -5.4 0.685
O -3.008075 -1.210149 1.677569 -0.7 -0.7 0.1 -0.456
N -2.250343 -0.359038 3.582416 -0.8 6.9 4.5 -0.468
N -1.446268 -2.145642 2.996302 3.0 -4.9 0.2 -0.286
H -1.348819 -0.283186 4.031424 -0.6 0.6 0.3 0.167
H -2.749195 0.489600 3.356449 0.1 0.2 0.3 0.239
H -1.421488 -3.044633 2.536645 0.2 0.1 0.0 0.159
H -0.942965 -2.022827 3.863310 -0.1 -0.9 -0.3 0.171
C 0.112632 0.166848 0.115726 -1.7 -1.6 -1.3 -0.311
O 1.303063 0.045944 0.214109 4.6 0.1 0.9 -0.315
N -0.676186 -0.758168 -0.343539 -1.3 -2.9 -1.0 3.023
N -0.577118 1.235465 0.324470 -0.7 5.4 2.2 0.123
H -1.665920 -0.599113 -0.220204 0.0 -0.6 -0.4 -0.965
H -0.309099 -1.630936 -0.695157 -0.1 0.0 0.1 -1.062
H -1.575353 1.351468 0.223636 0.1 -0.5 -0.1 -0.023
H -0.120739 1.879141 0.954958 -0.1 0.6 -0.1 0.403
C 1.561886 3.920116 2.691013 -3.3 1.1 -2.3 0.835
O 0.975472 3.068316 2.014990 0.1 -1.2 0.2 -0.678
N 0.969290 5.086775 2.955351 1.0 -0.3 0.4 -0.270
N 2.822650 3.881479 3.013201 3.9 -0.4 1.0 -0.292
H 1.525415 5.740425 3.487856 -1.0 0.4 0.0 0.130
H 0.008383 5.223993 2.676171 -0.1 0.9 0.7 -0.012
H 3.275092 4.770093 3.173684 0.3 -0.5 0.2 0.215
H 3.383059 3.053083 2.872422 -0.3 0.4 0.2 0.001
C -2.395844 5.764096 2.508662 1.1 2.8 2.6 0.794
O -1.449773 6.343471 3.091077 -0.9 0.3 -0.8 -0.803
N -3.676281 6.164182 2.511331 -1.3 2.0 0.5 -0.431
N -2.272595 4.626619 1.960189 1.2 -4.4 -2.7 -0.074
H -4.351954 5.757797 1.880128 0.2 0.0 0.1 0.185
H -3.802710 7.138612 2.745019 -0.2 -0.2 0.1 0.251
H -3.116911 4.147697 1.681125 0.1 -0.6 -0.3 0.164
H -1.371701 4.251163 1.700349 -0.3 -0.1 0.3 0.013
```
Positions in Å, forces in eV/Å.

Summary:
- Kohn-Sham gap (alpha / beta) (eV) = 8.100 / 1.895
- spin multiplicity = 2
- E_HOMO (alpha / beta) (eV) = -10.73 / -10.72
- charge = +1